Record 1
Below is a 2-piece molecular cluster, C2H7OP overall, with properties calculated with ωB97M-V with the def2-TZVPD basis set.

The geometry in XYZ format:
```
11
Properties=species:S:1:pos:R:3:forces:R:3
C -1.339 0.570 0.373 -1.723 -3.124 -1.495
C -2.022 -0.465 -0.148 1.372 3.735 1.300
O 2.076 -1.105 0.080 0.028 0.467 -1.435
P 2.236 0.536 0.237 0.233 -0.858 2.963
H -0.345 0.608 0.608 2.427 -0.912 0.863
H -1.743 1.466 0.586 -1.922 3.061 0.115
H 1.883 -1.456 0.918 -0.485 -0.920 1.622
H -1.645 -1.385 -0.215 2.055 -3.425 -0.399
H -2.953 -0.417 -0.582 -2.357 0.658 -0.336
H 1.481 0.917 -0.787 -0.589 0.646 -2.131
H 3.524 0.530 -0.202 0.963 0.672 -1.066
```
Forces are in eV/Å.

Results
SMILES   C=C.OP
Energy relative to the best compared isomer or geometry (same formula, charge and spin)   208.9 kJ/mol
HOMO   -9.29 eV
Kohn-Sham gap   10.09 eV
Net charge   0
Molecular weight   78.05 Da

Record 2
Below is C26H49LaNO4Si2 as an isolated structure, with properties calculated with ωB97M-V with the def2-TZVPD basis set.

The geometry in XYZ format:
```
83
Properties=species:S:1:pos:R:3:forces:R:3
O -1.224 1.305 1.051 -1.769 0.798 0.098
O -2.948 1.540 -1.880 -0.527 0.319 -1.134
C -2.386 0.712 1.746 0.442 0.694 -0.280
C -2.360 0.968 3.237 -0.137 -0.060 0.112
H -2.367 -0.375 1.539 0.115 0.442 -0.138
H -3.285 1.123 1.268 0.152 -0.309 0.160
H -1.446 0.583 3.695 -0.047 0.154 -0.097
H -3.201 0.444 3.694 -0.033 -0.002 -0.014
H -2.478 2.029 3.473 0.174 -0.153 -0.001
C -1.138 2.766 0.903 0.179 -0.466 0.546
C -2.479 3.451 0.924 -0.269 0.152 -0.161
H -0.626 2.933 -0.060 -0.186 -0.088 0.434
H -0.480 3.102 1.719 -0.272 0.001 -0.354
H -3.092 3.113 0.075 0.052 0.146 0.371
H -2.322 4.531 0.817 -0.004 -0.191 0.024
H -3.013 3.288 1.869 0.100 0.120 -0.355
C -1.943 2.205 -2.886 -0.834 -0.809 0.684
C -4.255 0.970 -2.480 0.821 0.344 0.099
C -2.201 3.679 -2.908 -0.064 0.399 0.026
H -2.124 1.702 -3.841 0.110 0.080 0.210
H -0.958 1.940 -2.487 -0.264 -0.094 -0.077
H -3.198 3.921 -3.299 0.400 -0.025 0.225
H -1.461 4.137 -3.577 -0.104 -0.086 0.117
H -2.069 4.125 -1.911 -0.091 -0.154 -0.344
C -5.104 2.055 -3.067 -0.252 0.229 -0.071
H -4.723 0.483 -1.618 0.222 0.086 -0.236
H -3.940 0.232 -3.226 -0.065 0.093 0.281
H -5.364 2.817 -2.319 0.089 -0.175 -0.274
H -6.033 1.581 -3.408 0.142 0.104 0.115
H -4.654 2.524 -3.953 -0.094 -0.149 0.308
H -2.518 0.710 -1.471 0.850 -0.508 0.149
La 0.309 -0.380 0.479 0.169 -1.128 -1.075
C -1.972 -1.095 -1.354 0.253 0.657 0.611
Si -1.265 -2.768 -1.802 -0.711 0.716 -0.213
H -2.933 -1.221 -0.824 0.043 -0.131 -0.246
H -2.173 -0.681 -2.349 -0.102 -0.279 -0.120
C -2.667 -4.011 -1.688 0.013 -0.127 0.075
C 0.125 -3.265 -0.646 0.325 -0.228 0.258
C -0.578 -2.642 -3.545 0.132 -0.124 -0.172
C 1.343 0.736 2.459 0.168 0.035 0.804
Si 2.419 2.182 1.933 -0.213 -0.364 0.270
H 2.009 -0.040 2.897 -0.080 0.351 -0.156
H 0.693 1.058 3.302 0.243 -0.019 -0.413
C 1.938 3.799 2.782 0.019 -0.027 0.200
C 2.313 2.620 0.093 0.017 0.217 -0.155
C 4.217 1.784 2.242 0.223 0.167 0.090
H -0.917 -1.706 -4.010 0.092 -0.244 0.038
H -0.929 -3.479 -4.164 0.124 0.205 0.076
H 0.520 -2.640 -3.567 -0.232 0.003 -0.013
H -2.842 -4.297 -0.642 0.007 -0.027 -0.206
H -2.485 -4.917 -2.277 -0.072 0.073 0.164
H -3.587 -3.532 -2.049 0.198 -0.177 -0.007
H -0.104 -3.076 0.426 0.107 -0.189 -0.276
H 1.084 -2.794 -0.921 -0.410 -0.133 0.148
H 0.303 -4.345 -0.699 -0.017 0.080 0.056
H 2.477 3.714 0.048 -0.075 -0.421 -0.170
H 1.330 2.420 -0.367 0.372 0.108 -0.047
H 3.090 2.133 -0.515 -0.368 0.198 0.119
H 4.800 2.719 2.207 0.014 -0.373 0.022
H 4.604 1.106 1.466 -0.057 0.143 0.226
H 4.346 1.311 3.226 0.077 0.172 -0.253
H 2.777 4.504 2.666 -0.281 -0.098 0.099
H 1.744 3.646 3.854 0.081 0.154 -0.255
H 1.049 4.265 2.329 0.298 -0.069 0.170
O 3.719 0.345 -2.028 -1.174 -0.870 0.455
C 2.872 -0.303 -1.420 0.071 1.214 -0.537
O 1.558 -0.107 -1.424 1.562 -0.196 -0.006
C 3.353 -1.404 -0.496 -1.125 -0.562 1.732
C 4.531 -2.104 -0.761 0.411 -0.462 0.105
C 4.867 -3.173 0.048 -0.077 0.529 -0.444
C 4.036 -3.527 1.134 -0.742 0.146 0.325
C 4.254 -4.685 1.915 -0.133 -0.226 0.388
C 3.364 -5.059 2.906 0.644 0.031 -0.475
C 2.220 -4.276 3.159 -0.415 0.839 -0.285
C 1.978 -3.112 2.436 0.163 -0.572 0.314
C 2.872 -2.731 1.406 0.587 0.144 -0.896
N 2.565 -1.677 0.576 1.023 -0.172 -0.959
H 5.122 -1.796 -1.622 -0.083 -0.135 0.249
H 5.755 -3.767 -0.170 -0.227 0.129 0.115
H 5.140 -5.279 1.688 -0.238 0.038 0.190
H 3.555 -5.962 3.488 -0.132 0.293 -0.179
H 1.508 -4.590 3.923 0.232 0.112 -0.179
H 1.087 -2.497 2.636 0.460 -0.296 0.019
```
Forces are in eV/Å.

Results
Energy relative to the best compared isomer or geometry (same formula, charge and spin)   110.8 kJ/mol
HOMO   -9.76 eV
Kohn-Sham gap   6.91 eV
Net charge   +1
Molecular weight   634.76 Da

Record 3
Below is a 15-piece molecular cluster, C60H115N9O18 overall, with properties calculated with ωB97M-V with the def2-TZVPD basis set.

The geometry in XYZ format:
```
202
Properties=species:S:1:pos:R:3:forces:R:3
C -2.259 -37.660 1.574 1.396 -0.025 1.494
C -2.637 -37.152 2.985 1.092 -0.341 0.145
C -3.859 -37.823 3.557 -0.631 -1.143 -1.895
C -5.091 -37.399 2.828 0.115 0.224 1.212
N -6.086 -36.997 2.413 0.262 -0.201 -0.251
H -1.539 -36.988 1.134 0.104 0.406 -0.305
H -3.083 -37.778 0.949 -1.555 0.055 -1.183
H -1.733 -38.629 1.577 -0.306 0.175 0.438
H -2.877 -36.097 3.019 0.546 0.447 -0.334
H -1.760 -37.359 3.638 -0.641 0.390 -0.219
H -3.973 -37.781 4.613 -0.280 0.582 0.847
H -3.765 -38.878 3.335 -0.034 -0.564 0.054
C -5.041 -30.058 -3.373 0.101 -0.614 0.219
C -6.033 -31.046 -3.931 0.087 -0.767 0.753
C -6.921 -31.819 -2.914 0.258 -0.387 -0.548
C -6.161 -32.414 -1.796 -1.525 1.110 -2.421
N -5.497 -32.931 -1.042 1.432 -1.011 1.849
H -4.366 -30.616 -2.730 0.228 0.290 0.269
H -5.524 -29.266 -2.794 0.244 -0.008 -0.303
H -4.462 -29.664 -4.208 0.063 0.343 0.211
H -5.534 -31.775 -4.572 0.054 0.001 0.094
H -6.671 -30.482 -4.546 -1.206 0.440 -1.045
H -7.433 -32.627 -3.460 0.345 -0.051 0.238
H -7.743 -31.232 -2.544 -0.113 0.584 0.418
C -5.104 -25.095 -5.425 0.020 -1.722 1.344
C -3.907 -24.756 -4.559 1.384 -0.467 -1.518
C -2.632 -25.226 -5.382 -0.429 0.369 1.903
C -2.338 -26.612 -5.213 0.754 -2.092 0.497
N -1.980 -27.701 -5.074 -0.454 0.576 -0.089
H -5.032 -26.220 -5.504 -0.519 1.059 -0.594
H -5.105 -24.577 -6.382 0.011 -0.192 0.048
H -5.999 -24.890 -4.849 -0.417 0.124 -0.266
H -3.926 -25.162 -3.535 -0.006 -0.171 -0.579
H -3.793 -23.708 -4.483 0.003 1.279 0.283
H -1.727 -24.726 -5.066 0.196 0.430 0.148
H -2.699 -25.115 -6.432 -0.538 0.726 -1.123
C -0.436 -33.991 6.713 -0.754 1.249 0.090
C -1.698 -34.491 6.007 0.154 -0.848 0.865
C -2.186 -33.648 4.837 -0.374 -0.026 -1.111
C -2.430 -32.233 5.187 0.452 -1.349 0.028
N -2.473 -31.146 5.534 -0.269 0.924 0.105
H 0.403 -33.832 6.015 -0.225 -0.025 0.506
H -0.184 -34.608 7.557 0.435 -0.838 -0.070
H -0.711 -33.068 7.266 0.430 0.069 -0.772
H -2.475 -34.557 6.796 0.144 -0.084 -0.576
H -1.492 -35.517 5.639 -0.367 0.492 0.020
H -3.140 -34.081 4.412 1.053 0.490 0.342
H -1.409 -33.645 4.025 -0.751 -0.051 0.488
C -5.160 -33.627 -6.828 -1.396 1.467 0.256
C -4.427 -34.851 -6.531 0.270 -2.424 -0.003
C -3.572 -34.617 -5.275 -1.418 -1.548 0.189
C -3.286 -35.872 -4.525 0.247 -0.605 0.654
N -3.089 -36.836 -3.903 -0.205 1.466 -1.108
H -6.012 -33.536 -6.137 0.467 0.166 0.172
H -5.654 -33.568 -7.778 0.186 -0.165 -0.842
H -4.499 -32.785 -6.705 0.050 0.709 -0.148
H -3.858 -35.253 -7.397 -0.025 0.328 0.636
H -5.162 -35.610 -6.254 0.183 -0.162 -0.314
H -4.179 -33.968 -4.640 0.349 -0.023 0.271
H -2.680 -34.162 -5.573 1.544 0.879 -0.059
C 0.470 -31.087 -5.746 1.422 0.981 0.438
C 0.638 -30.041 -4.575 1.268 -0.260 -1.499
C 1.336 -30.648 -3.354 0.442 -0.142 0.301
C 2.475 -31.565 -3.619 -1.403 1.169 0.090
N 3.386 -32.237 -3.755 0.861 -0.783 -0.192
H -0.016 -31.981 -5.407 -0.793 -0.340 0.207
H 1.449 -31.482 -6.136 -0.670 0.777 0.387
H -0.052 -30.588 -6.558 -0.199 -0.315 -0.118
H -0.321 -29.643 -4.277 -0.326 -0.067 0.095
H 1.211 -29.144 -4.954 -0.428 -0.989 0.298
H 0.602 -31.221 -2.774 0.216 0.096 0.141
H 1.783 -29.872 -2.713 -0.474 -0.211 0.013
C -3.546 -40.418 -2.504 -0.552 1.036 -0.492
C -2.301 -39.565 -2.172 0.397 -0.134 1.616
C -1.138 -39.523 -3.247 -1.717 0.499 1.613
C -0.603 -40.814 -3.624 0.160 -0.083 -0.503
N -0.179 -41.796 -4.044 -0.075 0.015 0.287
H -4.474 -40.282 -1.847 1.508 0.245 -0.757
H -3.373 -41.488 -2.529 0.356 -0.142 -0.061
H -3.769 -40.080 -3.532 -0.596 -0.464 0.263
H -1.845 -39.944 -1.233 -0.161 0.123 -0.376
H -2.598 -38.511 -1.916 0.323 -0.966 -0.658
H -0.395 -38.862 -2.816 0.483 -0.154 -0.013
H -1.538 -38.989 -4.085 -0.097 0.050 -0.864
C 1.132 -35.933 -3.568 0.463 0.880 -0.752
C 2.641 -36.197 -3.591 -0.325 0.295 0.752
C 3.469 -35.485 -2.502 -1.045 1.785 0.213
C 2.691 -35.347 -1.258 0.745 -0.354 -0.893
N 1.995 -35.188 -0.367 -0.434 0.067 0.886
H 0.674 -36.080 -2.612 -0.059 0.207 0.832
H 0.627 -36.638 -4.195 -0.189 -0.417 -0.717
H 0.907 -34.924 -3.962 -0.024 -0.340 0.388
H 3.048 -35.838 -4.552 -0.017 -0.930 0.256
H 2.768 -37.248 -3.313 0.224 -0.130 -1.004
H 3.688 -34.417 -2.758 0.083 -0.868 -0.141
H 4.380 -36.021 -2.333 0.588 -0.145 0.206
C -5.077 -36.669 -1.073 0.079 1.318 1.172
C -6.239 -37.475 -1.566 -1.176 -0.202 -0.887
C -6.228 -37.614 -3.130 0.476 -0.010 0.359
C -6.472 -36.311 -3.818 1.016 -1.550 0.571
N -6.578 -35.358 -4.440 -0.413 0.688 0.012
H -5.253 -36.399 -0.009 0.033 -0.139 -0.577
H -4.934 -35.697 -1.591 0.036 -0.661 0.074
H -4.171 -37.265 -1.062 0.274 0.099 -0.402
H -7.212 -37.055 -1.256 0.456 -0.073 -0.033
H -6.153 -38.454 -1.091 -0.274 -0.174 -0.316
H -6.920 -38.309 -3.610 -0.373 -0.066 0.615
H -5.237 -38.053 -3.372 -0.359 0.854 -0.306
C -4.779 -30.347 8.181 -1.257 -1.703 -0.212
O -3.671 -29.708 8.735 -0.500 0.186 0.415
C -3.998 -28.391 9.193 0.213 -0.320 -1.382
C -4.104 -27.346 8.034 1.192 -0.898 0.773
O -2.852 -26.823 7.690 1.250 -0.390 -0.871
C -1.982 -27.720 6.928 -0.874 -0.423 1.253
C -0.745 -26.939 6.654 0.241 0.940 -0.323
O -0.901 -25.983 5.554 0.508 -0.645 2.338
C -0.778 -26.565 4.323 1.294 1.132 -2.268
H -4.626 -31.447 8.118 0.678 0.707 -0.365
H -5.064 -29.968 7.193 0.148 -0.071 0.053
H -5.711 -30.384 8.800 0.581 0.889 0.113
H -3.207 -28.184 9.912 -0.053 0.627 -0.127
H -4.957 -28.400 9.687 -0.460 -0.162 0.458
H -4.625 -26.500 8.457 -0.630 0.246 -0.279
H -4.533 -27.765 7.107 -0.550 0.053 0.570
H -2.459 -28.036 5.982 -0.090 -0.068 0.459
H -1.741 -28.639 7.560 -0.338 1.023 -0.915
H 0.100 -27.614 6.492 0.075 0.092 -0.331
H -0.546 -26.360 7.563 0.121 0.104 -0.346
H -1.075 -25.744 3.608 0.307 -0.989 0.374
H -1.437 -27.392 4.188 -0.610 -0.892 -0.218
H 0.284 -26.905 4.014 -1.251 0.447 0.746
C 1.595 -30.795 3.941 0.703 -1.076 -0.231
O 1.179 -31.358 2.719 0.093 -0.586 -0.525
C -0.179 -31.068 2.583 -1.494 0.702 -1.119
C -0.790 -31.659 1.307 1.269 -0.539 0.454
O -0.958 -33.085 1.451 0.531 0.812 -0.257
C -1.755 -33.651 0.429 0.334 -0.680 0.454
C -1.196 -33.755 -0.962 1.080 1.333 -0.236
O -1.139 -32.427 -1.592 0.011 -1.716 -0.142
C -2.138 -32.360 -2.586 0.223 -2.318 -0.259
H 1.656 -29.734 3.809 -0.267 0.935 0.361
H 2.642 -31.130 4.142 -1.046 -0.081 0.190
H 0.796 -31.126 4.626 0.955 0.497 0.797
H -0.284 -29.949 2.507 -0.161 -0.645 0.076
H -0.794 -31.387 3.451 0.515 0.062 -0.205
H -0.113 -31.425 0.479 -0.050 -0.122 -0.085
H -1.739 -31.213 1.074 -0.583 0.381 0.092
H -2.724 -33.194 0.461 -0.798 0.426 -0.327
H -1.865 -34.675 0.734 -0.303 -0.683 0.330
H -1.789 -34.432 -1.580 -0.231 0.009 0.137
H -0.188 -34.176 -0.945 0.060 0.210 0.167
H -2.433 -31.358 -2.578 -0.510 1.537 -0.922
H -2.976 -32.993 -2.275 -0.407 0.412 0.136
H -1.875 -32.859 -3.588 0.237 1.245 1.031
C -4.659 -28.198 3.684 -0.427 1.239 -1.543
O -5.885 -27.548 4.177 0.340 -1.324 0.070
C -6.734 -28.482 4.652 -0.251 1.975 -1.026
O -6.438 -29.609 4.875 -0.272 -1.295 0.661
O -7.955 -27.917 4.731 0.748 -0.576 0.321
C -8.885 -28.677 5.504 -0.076 -0.105 0.600
H -4.839 -28.389 2.586 0.213 -0.122 1.187
H -4.448 -29.144 4.203 0.238 0.730 -0.027
H -3.924 -27.374 3.706 -0.017 -0.829 0.414
H -8.756 -28.401 6.573 0.190 -0.671 -0.507
H -8.835 -29.775 5.295 0.066 1.064 0.317
H -9.834 -28.258 5.239 -0.643 -0.104 -0.321
C -5.316 -29.278 0.118 -1.528 -0.778 0.811
O -3.930 -29.703 0.127 -1.521 -0.491 0.162
C -3.195 -28.995 -0.703 -0.183 1.839 0.241
O -3.589 -28.129 -1.436 -1.007 0.252 -0.763
O -1.927 -29.181 -0.485 1.667 -0.480 0.381
C -1.109 -28.204 -1.136 0.873 -0.692 -0.453
H -5.449 -28.247 0.512 0.352 -0.614 -0.652
H -5.921 -29.951 0.773 1.133 0.298 0.058
H -5.859 -29.451 -0.825 0.906 0.573 0.000
H -1.295 -27.208 -0.852 -1.023 1.165 0.537
H -1.180 -28.266 -2.205 -0.251 -0.152 -0.564
H -0.087 -28.348 -0.859 0.568 -0.862 0.330
C 1.589 -34.651 3.366 -0.927 1.074 0.806
O 0.671 -35.717 3.654 0.236 -0.478 0.777
C 1.178 -36.415 4.673 -1.844 -0.300 -0.314
O 2.193 -36.158 5.228 1.410 -0.188 0.810
O 0.321 -37.392 5.055 0.331 0.712 -1.097
C 0.743 -38.025 6.243 1.548 -1.390 -0.512
H 2.427 -35.062 2.891 1.287 -0.327 -0.739
H 1.881 -34.117 4.287 -0.082 -0.382 -0.416
H 1.050 -33.974 2.755 -0.360 0.492 -0.860
H 1.646 -38.735 6.051 -1.552 1.276 0.390
H -0.117 -38.572 6.552 -0.415 -0.574 0.442
H 1.003 -37.260 6.946 0.302 0.126 0.644
C 3.635 -31.580 0.383 0.195 -2.030 -0.533
O 3.666 -30.373 1.069 -0.109 1.555 0.847
C 2.775 -29.467 0.714 0.127 0.897 1.512
O 2.030 -29.495 -0.211 -0.679 -0.491 -1.478
O 2.780 -28.431 1.595 0.831 -0.602 -0.447
C 2.042 -27.303 1.132 -1.144 0.555 1.194
H 2.606 -31.975 0.268 0.552 0.405 -0.180
H 4.168 -32.278 1.045 -0.128 0.137 -0.338
H 4.195 -31.518 -0.574 -0.583 0.018 0.392
H 2.263 -26.473 1.866 0.035 -0.821 -1.104
H 0.954 -27.528 1.255 0.699 0.212 -0.335
H 2.252 -27.071 0.078 0.069 0.075 0.533
```
Forces are in eV/Å.

Results
Energy relative to the best compared isomer or geometry (same formula, charge and spin)   0.0 kJ/mol
HOMO   -8.89 eV
Kohn-Sham gap   9.33 eV
Net charge   0
Molecular weight   1250.62 Da